{"formula": "C5H9N3", "method": "ωB97M-V/def2-TZVPD", "elements": ["C", "C", "C", "N", "C", "C", "N", "N", "H", "H", "H", "H", "H", "H", "H", "H", "H"], "xyz": [[-0.58128, 0.16790, -1.36143], [1.04631, 0.94919, 0.78253], [-0.45509, 0.73842, 0.61154], [1.80664, -0.18789, 0.74120], [-0.74074, -1.13697, -1.03088], [-0.86882, -2.41826, -0.88539], [1.58379, 2.09137, 0.90006], [-1.30310, 1.68825, 0.85823], [1.40194, -1.04698, 0.40747], [2.78537, -0.05280, 0.55078], [0.88420, 2.82309, 0.98120], [-1.93229, 1.46916, 1.62657], [0.37786, 0.48992, -1.74876], [-1.43229, 0.71392, -1.75466], [-0.67994, -0.32180, 0.99315], [-1.02040, -2.88798, 0.07859], [-0.87214, -3.07853, -1.75019]], "lowdin_charge": [-0.0392, -0.5112, -0.3436, 0.1192, -0.1472, 0.0184, 0.1235, 0.0578, 0.0702, 0.0996, 0.0385, 0.0486, 0.1032, 0.1017, 0.1187, 0.0675, 0.0741], "lumo_energy_ev": [-0.23, -0.23], "total_energy_ha": -360.0205, "charge": 0, "e_above_lowest_kcal_mol": 110.9, "homo_energy_ev": [-8.67, -8.67], "fmax_ev_per_a": 4.189}